# 1
A structure of composition C30H24N4O3OsS4 in a non-equilibrium geometry, computed with wB97M-V/def2-TZVPD.

HOMO energy (alpha / beta) = -12.628 / -12.788 eV
Multiplicity = 5
Kohn-Sham gap (alpha / beta) = 6.85 / 4.30 eV
Charge = +2

Structure (XYZ):
```
66
Properties=species:S:1:pos:R:3:forces:R:3
H -7.211541 -3.022692 1.533022 -0.5 -0.2 0.2
H 0.732073 -2.814871 5.282320 0.6 0.6 -0.4
O -7.196086 -1.160142 2.516777 -1.1 -0.7 0.9
C -4.611599 -3.138682 0.958837 -1.0 -1.0 0.0
C 4.023351 1.168687 -5.450062 1.5 -0.8 1.1
S -0.361618 -3.451643 -0.795143 0.3 0.4 0.0
O 6.629017 1.964249 -4.267502 -0.5 -0.3 0.9
H -2.594422 5.067138 1.662011 -1.0 -1.3 0.0
H -4.387526 1.821429 1.770269 0.5 0.2 -0.6
C -4.792404 -0.842421 1.475708 -1.1 1.0 -0.3
H -2.890549 -3.674799 -0.064466 0.8 -0.6 -0.4
O -4.326083 4.067329 2.466806 0.3 0.5 -0.5
C 6.674481 1.998689 -5.450990 0.7 0.2 -0.9
C 3.275653 -0.348627 -3.725183 1.6 -0.4 -0.5
H -4.683326 4.913656 2.776882 0.0 -0.4 0.0
C 4.331594 0.141561 -4.511910 -1.2 0.6 -0.1
H -7.903264 -1.272064 3.188342 0.6 0.2 -0.7
H 2.833413 -0.655196 2.084433 -0.7 -0.6 0.8
C 2.188979 0.297113 5.290972 0.7 -0.6 -1.3
C -6.637004 -2.432261 2.242963 1.1 1.0 -0.4
S 2.929976 -4.758014 3.668216 0.0 0.2 0.3
C -3.528136 1.877140 1.082432 -0.6 0.7 1.3
H 8.723716 2.505533 -5.504945 0.0 0.3 0.1
H -5.433224 -0.028801 1.832182 0.5 -0.3 0.1
H 3.473205 1.040075 3.635227 -1.2 -0.6 0.4
H 5.383585 -0.170918 -4.423909 -0.9 -0.2 0.0
H 3.489207 -1.209305 -3.094581 -0.1 0.3 0.2
N 0.675925 -2.449169 1.510842 -0.5 -0.7 -1.1
C -3.422880 -2.887493 0.391830 0.6 1.0 -0.6
C -3.454192 4.345857 1.381620 0.2 2.8 0.1
C 2.711538 0.287236 3.976549 0.3 0.1 0.5
C 1.320963 -1.949559 4.913633 -1.1 0.4 0.0
C 1.483499 -0.829512 5.751360 0.9 -0.1 -1.0
Os -0.975890 -1.187542 -0.676519 -1.2 0.5 -0.3
C 1.004905 -0.276014 -2.921079 1.4 0.7 -1.8
C -1.277408 1.910518 -0.420078 0.6 0.7 0.0
S 5.267053 1.727081 -6.559949 0.0 0.0 -0.1
H 0.747177 1.680122 -4.813565 0.1 -0.2 0.1
N -1.829445 0.741009 -0.098714 0.8 -0.7 -0.8
H 8.242263 1.585209 -6.873213 0.0 -0.8 -0.9
S 1.452350 -4.886547 1.145493 -0.8 0.1 -1.2
C 7.923076 2.355389 -6.221370 -0.3 0.6 0.8
H -0.339412 1.935996 -0.998584 -0.7 -0.4 0.3
H 2.470475 1.145551 5.901669 -0.4 -0.2 0.3
C 1.729165 1.224091 -4.722252 0.5 0.0 0.2
H 7.724539 3.262646 -6.785423 0.2 0.1 -0.1
C 2.779761 1.739169 -5.493517 -1.7 -1.0 0.5
C 1.962713 0.158100 -3.797017 1.4 1.5 -1.8
C 0.179650 -0.589351 -2.109805 -2.6 -1.2 3.5
N 1.367067 -2.828245 2.555305 0.9 -0.1 1.3
N -2.922508 -1.652001 0.305377 1.2 0.7 -0.2
H 2.583792 2.511482 -6.195618 -0.2 0.6 -0.4
C 1.704116 -1.831141 3.564390 -0.9 -1.0 0.6
C -3.614014 -0.589248 0.807581 0.7 -1.1 0.2
H -1.263741 3.994862 -0.351069 -0.4 0.1 0.5
H -3.957236 4.967353 0.570330 0.2 -1.0 0.7
C -2.962389 0.738669 0.618572 -0.5 -1.3 -0.3
H -5.014630 -4.127643 0.899127 -0.1 -0.5 0.2
C -2.910068 3.097359 0.823798 -0.5 0.2 0.1
C 1.901730 -4.097624 2.564791 0.2 0.5 0.5
C 0.583455 -3.462050 0.616462 0.3 -0.5 0.8
H 1.157964 -0.867317 6.769637 -0.2 -0.1 0.3
H -6.414357 -3.012106 3.165352 -0.2 0.2 -0.6
C 2.390109 -0.761207 3.103668 1.8 2.3 -0.8
C -1.802616 3.121285 0.013838 0.9 -0.7 -0.9
C -5.333968 -2.127376 1.507840 -0.3 0.6 1.5
```
Forces are in eV/Å.

Results of the natural (NBO) charge analysis, in e, for atoms 1 through 6:
1. H 0.20
2. H 0.24
3. O -0.72
4. C -0.24
5. C -0.11
6. S 0.07

***

# 2
An isolated molecule of C4H7ClOS in a non-equilibrium geometry, computed with wB97M-V/def2-TZVPD.

HOMO energy = -9.784 eV
SMILES string = CC(C)(Cl)SC=O
Multiplicity = 1
Kohn-Sham gap = 10.50 eV
Charge = 0

Structure (XYZ):
```
14
Properties=species:S:1:pos:R:3:forces:R:3
S -0.300118 -1.333402 -0.763390 0.1 1.0 0.8
H -0.578270 2.029286 -0.939001 -0.5 -0.6 0.3
H -0.675297 2.216523 0.796796 0.4 0.0 0.6
H -1.167419 -3.403293 -0.500221 -0.4 0.0 1.1
C 0.253040 0.326883 0.146700 1.0 -1.2 -0.5
Cl 0.201262 -0.134313 1.856762 0.7 0.0 0.6
C -0.729652 1.480056 0.015201 0.2 -0.6 -1.3
O -1.730202 -2.534637 1.348283 0.4 -0.3 -0.7
H -1.653749 0.936570 0.105030 -0.9 0.6 -0.3
H 1.876699 1.687945 -0.004314 0.5 -0.4 -0.4
H 1.538306 0.676740 -1.548887 -0.1 0.8 1.0
C 1.669928 0.694483 -0.426581 -0.8 -1.2 -0.9
H 2.503743 -0.060409 -0.369112 -1.0 0.7 1.0
C -1.208273 -2.582434 0.282734 0.4 0.9 -1.2
```
Forces are in eV/Å.

Results of the natural (NBO) charge analysis, in e, for atoms 1 through 6:
1. S 0.06
2. H 0.22
3. H 0.23
4. H 0.14
5. C -0.06
6. Cl -0.03

***

# 3
The ion C7H12N with charge +1 in a non-equilibrium geometry, computed with wB97M-V/def2-TZVPD.

HOMO energy = -13.261 eV
SMILES string = C=C[C@@]1([NH3+])CC12CC2
Multiplicity = 1
Kohn-Sham gap = 9.76 eV
Charge = +1

Structure (XYZ):
```
20
Properties=species:S:1:pos:R:3:forces:R:3
H -1.298362 1.872642 -1.233520 -0.7 -0.1 0.5
H 1.174065 1.978856 0.317847 0.1 0.0 0.0
H 1.475168 -1.742873 0.491922 1.5 -1.1 1.6
C -0.763272 -0.072738 1.592753 0.2 1.9 -0.6
N 0.807920 -1.407561 -0.129967 0.5 1.9 -3.4
H -2.808106 -0.784811 -0.644425 -4.2 -2.0 1.6
H 3.402932 1.318457 -0.440593 2.0 2.0 -0.2
H 1.267705 -1.404396 -1.098848 -0.2 0.6 1.5
C -2.039108 -0.214719 -0.858814 5.0 1.2 -2.7
H -1.610933 -0.663757 -1.827855 -0.2 1.2 1.4
C -1.851034 1.257842 -0.507396 -2.3 -0.1 0.6
H 0.115334 -2.086348 -0.346053 -1.6 -0.5 0.8
H -0.984752 0.813568 2.285446 1.2 -1.4 -0.9
C -1.080860 0.214148 0.213535 0.6 0.3 -1.7
H -2.827496 1.628301 0.052536 2.5 -0.2 -1.3
C 0.416587 0.007583 0.265726 -4.1 -1.9 2.2
H 2.911241 -0.325306 -0.518651 0.9 -2.7 -0.5
H -1.104167 -1.024569 1.937576 0.5 -0.7 0.4
C 1.460496 0.955246 0.106316 0.5 0.9 0.6
C 2.697351 0.622807 -0.219777 -2.2 0.8 0.1
```
Forces are in eV/Å.

Results of the natural (NBO) charge analysis, in e, for atoms 1 through 6:
1. H 0.25
2. H 0.25
3. H 0.44
4. C -0.34
5. N -0.68
6. H 0.22

***

# 4
A structure of composition C16H23AsCl3F6N4O4RbS in a non-equilibrium geometry, computed with wB97M-V/def2-TZVPD.

HOMO energy (alpha / beta) = -5.743 / -5.666 eV
Multiplicity = 2
Kohn-Sham gap (alpha / beta) = 8.04 / 6.46 eV
Charge = -1

Structure (XYZ):
```
59
Properties=species:S:1:pos:R:3:forces:R:3
F -0.857721 0.881597 -5.190093 0.0 0.4 -0.2
Rb -0.311175 -1.257102 -1.365475 -0.4 0.6 1.4
N 0.724434 -0.485463 3.885818 0.0 0.2 -0.2
C -3.119383 -2.648896 0.911828 0.1 0.1 -0.1
S -1.424981 0.813189 3.016170 0.8 -0.5 0.7
H -1.941716 2.807052 -0.144472 0.0 0.0 0.0
C 3.333444 1.289374 0.585150 0.0 0.1 0.0
H 3.362476 0.300128 1.033578 0.0 0.1 0.0
C -0.256117 2.614210 -2.474394 0.2 0.1 0.0
O 0.367821 -2.284383 1.037242 0.5 -0.1 0.1
C 0.585203 3.018520 -3.506029 0.0 0.0 0.0
C 1.912928 1.622422 0.238448 0.3 0.0 -0.1
F -1.755683 -0.007372 -3.093562 -0.3 0.3 -0.2
H 2.449754 -1.011391 2.835121 0.0 0.0 0.0
H 3.700008 2.019711 1.317019 0.0 0.0 -0.1
C -2.681698 2.259997 0.434687 -0.1 0.2 -0.1
C -4.195040 -0.969513 -0.372657 0.0 -0.1 0.0
Cl 3.752302 -3.932970 0.166155 -0.2 0.0 -0.1
H 2.717457 -0.026907 5.731049 0.0 0.0 0.0
O -3.175753 -1.942436 -0.315858 0.3 -0.2 0.0
N 0.201949 2.207471 -1.302323 -0.5 -0.1 -0.2
H 2.110942 -1.967841 4.266705 0.0 -0.1 0.0
H -5.144601 -1.406140 -0.034606 0.0 0.0 0.0
H -4.856875 0.796199 0.596767 0.0 0.1 0.0
F -2.406430 -1.016512 -5.210290 -0.5 -0.1 -0.2
H -3.481859 0.025943 1.412986 -0.1 0.0 -0.1
F 0.600673 -0.328329 -3.657011 0.3 0.1 -0.1
C 2.427633 2.577634 -2.042942 0.1 0.1 -0.2
C 0.206320 0.416722 3.029707 -0.3 -0.6 0.0
H 4.065419 -0.461019 4.663273 -0.1 0.0 0.0
As -0.909182 -0.674052 -4.461890 -0.1 0.0 -0.6
O 2.306407 -1.379077 0.300908 -0.5 -0.5 0.0
Cl 1.196096 -5.070058 0.893571 0.1 0.1 -0.1
H 3.490096 2.568958 -1.850304 0.0 0.0 0.0
H -2.345187 -3.407487 0.815399 0.0 0.0 0.0
C 1.513881 2.170341 -1.084388 0.0 -0.1 0.3
H -1.332710 2.588293 -2.606496 0.0 0.0 0.0
C 3.043965 -0.070000 4.688679 -0.1 0.0 0.1
F -0.935546 -2.236672 -3.676523 -0.1 -0.2 -0.3
C 1.946901 3.006303 -3.272954 0.0 0.0 0.0
C 1.505599 -2.298681 0.546503 0.4 -0.1 0.5
H -4.082100 -3.129919 1.123159 0.0 0.0 0.0
H 2.640232 3.311001 -4.046221 0.0 0.0 0.0
N 0.952031 1.413892 1.072281 -0.5 -0.3 -0.2
C -3.904899 0.271302 0.429249 0.0 0.2 0.0
O -3.013275 1.091144 -0.291771 0.0 -0.2 0.0
H -2.847544 -1.998896 1.748594 0.0 0.0 0.0
Cl 1.505607 -3.782866 -1.697812 0.3 -0.4 0.1
N 1.171126 1.030308 2.275812 0.7 0.6 0.5
H -3.574082 2.882507 0.585730 -0.1 0.1 -0.1
H 0.029004 -0.997254 4.399592 0.0 0.0 0.1
H -2.245966 2.011240 1.407011 -0.2 0.3 -0.5
C 2.111695 -0.953644 3.869107 -0.1 0.0 0.0
H 0.175740 3.297670 -4.466564 0.0 0.0 0.0
H 3.047428 0.944514 4.288332 0.0 0.0 0.0
F -0.044916 -1.357617 -5.769899 0.2 -0.2 -0.4
H 3.990414 1.285730 -0.281471 -0.1 0.0 0.0
C 1.989043 -3.733712 0.032108 0.0 0.1 0.0
H -4.289564 -0.687166 -1.421759 0.0 0.0 0.0
```
Forces are in eV/Å.

Results of the natural (NBO) charge analysis, in e, for atoms 1 through 6:
1. F -0.63
2. Rb 0.92
3. N -0.57
4. C -0.26
5. S -0.26
6. H 0.20

***

# 5
A structure of composition C12H13Cl2O6SiV in a non-equilibrium geometry, computed with wB97M-V/def2-TZVPD.

HOMO energy (alpha / beta) = -15.886 / -15.885 eV
Multiplicity = 1
Kohn-Sham gap (alpha / beta) = 5.52 / 5.52 eV
Charge = +2

Structure (XYZ):
```
35
Properties=species:S:1:pos:R:3:forces:R:3
V 0.819338 -0.285225 1.813036 2.8 -0.3 0.9
H 3.211201 -1.225598 -3.859125 -0.4 0.1 -0.5
H 3.627647 -0.678852 -2.351113 0.0 -0.1 0.6
C -1.938031 -0.697376 1.995321 -1.3 1.6 2.6
O 1.774208 -1.956039 1.739077 0.8 0.9 -0.1
H -3.609584 1.784977 3.562599 -0.9 1.9 1.2
H 2.609197 2.702032 -2.792102 1.3 1.3 1.4
C 0.893001 0.558016 0.274611 -0.1 0.5 -1.5
C -2.188923 0.526258 2.756534 -0.7 0.6 -0.7
H -0.859791 0.751440 -3.765839 0.7 -0.4 0.3
C -4.121178 -0.828196 1.513073 -4.5 0.9 0.0
H -1.310423 2.064395 4.054970 0.8 -0.1 -0.4
H -0.238090 -0.921688 -3.713097 -0.4 -0.6 -0.2
C -3.549803 1.009139 2.892328 4.9 -1.1 0.9
H 2.314699 -1.857277 -2.529067 -0.6 -1.3 0.7
H -2.937038 -2.570199 1.298313 0.4 0.8 0.0
O -0.683892 -0.930555 1.734591 -1.4 -2.9 -1.1
H -4.840026 -1.253606 0.775392 0.1 0.3 1.1
C 2.240647 2.093534 -3.536920 -1.8 -1.3 -1.4
H 1.526929 2.681229 -4.156817 0.2 -0.5 0.6
C 0.035997 0.101228 -3.891344 -1.2 0.5 -2.2
C 2.746256 -0.980642 -2.907912 0.7 1.7 -0.4
Cl -6.085088 0.992070 2.526590 -0.1 -0.7 -0.7
Cl 3.196958 -1.426091 2.282747 -2.5 -1.0 1.7
O 2.637044 -0.050845 2.678244 0.1 -0.5 0.1
H 0.250020 0.223180 -5.029565 0.0 -0.4 1.8
C -4.501404 0.365427 2.283154 -1.8 -1.7 -2.0
Si 1.548079 0.452235 -2.983186 0.3 0.6 0.5
C -1.099703 1.284520 3.299197 -4.2 -1.8 -0.6
C 1.005959 0.563125 -0.972746 0.6 0.0 -0.6
O 3.485200 -2.257144 3.394472 0.3 1.5 -1.6
H 2.971564 1.719013 -4.236531 0.9 0.3 -0.2
O 4.076709 -1.265994 1.229485 0.8 -0.4 -0.2
C -3.005188 -1.543182 1.695570 2.2 -0.5 -1.3
O -0.002504 0.856700 2.926073 4.1 1.8 1.1
```
Forces are in eV/Å.

Results of the Mulliken charge analysis, in e, for atoms 1 through 6:
1. V 1.23
2. H 0.39
3. H 0.33
4. C 0.69
5. O -0.63
6. H 0.50

***

# 6
An isolated molecule of C6H8N2O2 in a non-equilibrium geometry, computed with wB97M-V/def2-TZVPD.

HOMO energy = -8.915 eV
SMILES string = COc1nc(=O)c(C)c[nH]1
Multiplicity = 1
Kohn-Sham gap = 9.45 eV
Charge = 0

Structure (XYZ):
```
18
Properties=species:S:1:pos:R:3:forces:R:3
N 1.591147 1.241702 1.091051 3.6 0.7 2.1
H -1.489854 0.364011 3.155482 -0.5 0.1 -0.2
N -0.556747 0.303599 0.963291 1.3 0.6 1.1
H 2.987903 0.892155 -0.619612 0.7 0.8 0.6
C -0.587319 0.107175 3.677936 -0.9 -0.6 0.6
H 0.367554 1.050704 -3.087231 -0.1 0.0 -0.4
H -0.539065 -1.004610 3.695759 0.3 0.7 -0.1
C 0.912020 0.846150 -0.977267 2.8 -0.6 -2.9
O 0.515571 0.668645 2.953827 0.4 0.6 0.8
H 0.826341 -0.595510 -2.519274 -0.2 0.4 -0.5
C -0.357798 0.515417 -0.366104 -2.3 0.0 -0.9
H 2.091607 0.564288 -2.826452 0.5 0.4 -0.2
C 0.435009 0.762074 1.611149 0.5 -1.1 1.6
C 2.013032 1.112801 -0.235209 -4.4 -1.1 -0.1
H -0.736105 0.470019 4.749622 1.1 -0.1 -1.5
C 1.072424 0.477654 -2.508584 -0.9 -0.6 2.8
H 2.328855 1.403082 1.793867 -0.9 -0.1 -0.4
O -1.349389 0.345832 -1.027062 -0.9 -0.1 -2.3
```
Forces are in eV/Å.

Results of the natural (NBO) charge analysis, in e, for atoms 1 through 6:
1. N -0.59
2. H 0.21
3. N -0.54
4. H 0.23
5. C -0.27
6. H 0.24

***

DFT total energy: -3285.09794 -1090.18774 -328.27401 -5781.49790 -3069.31782 -493.38533 (Eh)